(1)
ORCA calculation (ωB97M-V/def2-TZVPD) on 2 unconnected molecules or ions with the total composition C3H10N3O2 at a distorted geometry.

Properties
strongest force on any atom = 4.45 eV/Å
Kohn-Sham gap = 10.904 eV
energy = -434.599810 hartree
energy above the lowest of the compared OMol25 structures with the same formula, charge and spin = 188.5 kcal per mole

Structure (ORCA input):
```
! RIJCOSX wB97M-V def2-TZVPD def2/J DEFGRID3
* xyz 1 1
C 0.1858 -0.6483 -0.8527
C -0.9972 1.3413 -0.1792
C -1.3370 -0.9944 0.8149
N 2.5222 -1.0103 -0.3582
N 3.2356 -0.0840 0.0119
N -0.7643 -0.0853 -0.2117
O 2.4770 1.0877 -0.1048
O 4.3222 0.1601 0.4181
H 2.9223 1.9353 -0.1782
H 0.3126 -1.7499 -0.7721
H 0.5681 -0.0144 -1.6677
H -0.6860 1.8540 0.6847
H -0.3911 1.7116 -0.9207
H -2.0961 1.4417 -0.0404
H -1.1587 -2.1007 0.7378
H -1.1761 -0.6187 1.8533
H -2.5030 -0.8917 0.8933
H 3.0692 -1.8714 -0.3128
*
```

(2)
ORCA calculation (ωB97M-V/def2-TZVPD) on a single C3H10N3OP molecule at a distorted geometry.

Properties
strongest force on any atom = 4.07 eV/Å
Kohn-Sham gap (spin up / spin down) = 8.203 / 7.229 eV
energy = -701.096154 hartree
energy above the lowest of the compared OMol25 structures with the same formula, charge and spin = 67.3 kcal per mole

Structure (ORCA input):
```
! RIJCOSX wB97M-V def2-TZVPD def2/J DEFGRID3
* xyz 0 1
C 0.3125 0.1294 -1.1679
C 1.2141 0.3259 0.2462
C 2.1495 -0.8824 0.4781
N -0.8313 -0.6598 -1.0766
N 0.5428 0.6530 1.3952
N -2.4975 1.4035 0.0264
O -3.1100 -1.0785 0.1606
P -1.9671 -0.1972 0.1104
H -0.0884 1.0804 -1.3533
H 0.8931 -0.2640 -2.0099
H 1.8543 1.3139 -0.1153
H 1.7960 -1.3984 1.3086
H 3.1731 -0.5559 0.6878
H 2.1518 -1.6335 -0.3148
H -0.6622 -1.6205 -1.0043
H 0.4098 -0.2011 1.8822
H -3.4774 1.4519 0.3567
H -1.8632 2.1332 0.3900
*
```

(3)
ORCA calculation (ωB97M-V/def2-TZVPD) on a gas-phase ion, C3H10N3S (charge +1) at a distorted geometry.

Properties
SMILES = C/C=[N+](/N)SCN
strongest force on any atom = 7.88 eV/Å
Kohn-Sham gap = 8.670 eV
energy = -682.383713 hartree
energy above the lowest of the compared OMol25 structures with the same formula, charge and spin = 98.4 kcal per mole

Structure (ORCA input):
```
! RIJCOSX wB97M-V def2-TZVPD def2/J DEFGRID3
* xyz 1 1
C 2.1672 -1.7796 -0.2997
C 1.1233 -1.0462 -1.0325
N 0.0880 -0.4969 -0.4706
N -1.1613 0.0918 -1.5251
S -0.2881 -0.4477 1.1593
C -1.5580 1.2798 1.4521
N -0.8170 2.3426 1.1558
H 2.3677 -1.3150 0.6453
H 3.1192 -1.8669 -0.7673
H 1.7463 -2.7838 -0.0256
H 1.0743 -0.9894 -2.1856
H -1.0144 -0.0928 -2.4278
H -1.8178 -0.5675 -1.1439
H -1.6739 1.1442 2.4609
H -2.3536 0.8791 0.8401
H -0.9067 2.9203 0.3652
H -0.0952 2.7280 1.7994
*
```

(4)
ORCA calculation (ωB97M-V/def2-TZVPD) on 2 unconnected molecules or ions with the total composition C3H10N3S at a distorted geometry.

Properties
strongest force on any atom = 4.46 eV/Å
Kohn-Sham gap = 8.571 eV
energy = -682.471811 hartree
energy above the lowest of the compared OMol25 structures with the same formula, charge and spin = 43.1 kcal per mole

Structure (ORCA input):
```
! RIJCOSX wB97M-V def2-TZVPD def2/J DEFGRID3
* xyz 1 1
C 0.7604 1.2820 0.0415
C 1.0832 -2.4268 -0.1637
C 1.3548 -1.0290 -0.1224
N -0.2227 2.0149 0.5669
N 1.9225 1.5401 -0.4310
N 0.4713 -0.1321 0.1929
S -3.4116 0.9614 -0.1604
H 1.8436 -3.1134 -0.4766
H 0.5071 -2.9655 0.6105
H 0.2626 -2.6149 -0.8631
H 2.3800 -0.6731 -0.5360
H -0.1613 3.0506 0.5018
H -1.0967 1.6745 0.6697
H 2.1827 2.5543 -0.4060
H -4.4364 0.5420 0.5305
H -0.5554 -0.4348 0.2944
H -2.8841 -0.2302 -0.2491
*
```

(5)
ORCA calculation (ωB97M-V/def2-TZVPD) on 2 unconnected molecules or ions with the total composition C3H10N4 at a distorted geometry.

Properties
SMILES = N=C(N)N.C=CN
strongest force on any atom = 1.62 eV/Å
Kohn-Sham gap = 9.505 eV
energy = -339.308541 hartree
energy above the lowest of the compared OMol25 structures with the same formula, charge and spin = 12.2 kcal per mole

Structure (ORCA input):
```
! RIJCOSX wB97M-V def2-TZVPD def2/J DEFGRID3
* xyz 0 1
N -2.5224 -0.5339 -1.3729
C -1.6193 -1.1248 -0.6764
N -1.8355 -1.6552 0.5912
N -0.3587 -1.3310 -1.2154
H -3.2946 -0.2595 -0.7749
H -2.7691 -1.9882 0.7474
H -1.0813 -2.2611 0.8788
H 0.3417 -1.0530 -0.5392
H -0.2740 -0.9026 -2.1200
C 1.5653 1.0211 -0.1865
C 1.6967 1.7781 0.9037
N 2.8518 2.0052 1.6228
H 2.4138 0.5222 -0.6452
H 0.6091 0.9285 -0.6708
H 0.7996 2.2001 1.3481
H 3.5741 1.3058 1.5017
H 2.7468 2.1293 2.6188
*
```

(6)
ORCA calculation (ωB97M-V/def2-TZVPD) on 2 unconnected molecules or ions with the total composition C3H10N4 at a distorted geometry.

Properties
strongest force on any atom = 5.45 eV/Å
Kohn-Sham gap = 8.792 eV
energy = -339.155845 hartree
energy above the lowest of the compared OMol25 structures with the same formula, charge and spin = 108.0 kcal per mole

Structure (ORCA input):
```
! RIJCOSX wB97M-V def2-TZVPD def2/J DEFGRID3
* xyz 0 1
C -2.6924 0.9617 0.2719
C -2.2399 -1.2654 0.1741
C 3.4931 -0.5993 0.0128
N 1.3190 1.1784 -1.0485
N 1.2690 0.3359 -0.1152
N -1.7446 -0.1154 0.0827
N 2.1209 -0.4304 0.4003
H -2.2776 1.7645 -0.2779
H -3.7138 0.6088 -0.1522
H -2.8431 1.1333 1.3139
H -1.6824 -2.1579 0.0071
H -3.3079 -1.3370 0.0548
H 0.2128 0.0720 0.3579
H 3.9961 -1.0837 0.9766
H 3.5935 -1.0893 -0.8646
H 4.0831 0.3514 -0.1223
H 0.4140 1.6723 -1.0714
*
```

(7)
ORCA calculation (ωB97M-V/def2-TZVPD) on 2 unconnected molecules or ions with the total composition C3H10N4 at a distorted geometry.

Properties
strongest force on any atom = 1.59 eV/Å
Kohn-Sham gap = 8.360 eV
energy = -339.199033 hartree
energy above the lowest of the compared OMol25 structures with the same formula, charge and spin = 80.9 kcal per mole

Structure (ORCA input):
```
! RIJCOSX wB97M-V def2-TZVPD def2/J DEFGRID3
* xyz 0 1
C -1.1510 0.0612 -0.1663
C 1.1216 -0.0394 0.2087
N -1.5696 -0.9888 -1.0860
N -2.2861 0.6894 0.3025
N 2.2350 -0.2367 -0.6081
N 1.5536 -0.0266 1.5794
C 0.0525 0.8114 -0.2405
H 0.0173 -0.9893 0.3716
H -0.7862 -1.5787 -1.3352
H -3.1669 0.2066 0.2261
H -2.1787 1.4389 0.9637
H -1.9247 -0.5501 -1.9341
H 1.9044 -0.9320 1.8757
H 3.1316 0.0163 -0.2139
H 2.1077 0.0282 -1.5724
H 0.7876 0.2414 2.1832
H 0.1520 1.8482 -0.5543
*
```

(8)
ORCA calculation (ωB97M-V/def2-TZVPD) on 2 unconnected molecules or ions with the total composition C3H10N4 at a distorted geometry.

Properties
strongest force on any atom = 6.33 eV/Å
Kohn-Sham gap = 10.584 eV
energy = -338.600151 hartree
energy above the lowest of the compared OMol25 structures with the same formula, charge and spin = 72.1 kcal per mole

Structure (ORCA input):
```
! RIJCOSX wB97M-V def2-TZVPD def2/J DEFGRID3
* xyz 2 1
C -2.0237 -4.5127 -6.8177
C 3.6174 6.5516 8.2023
C 3.0252 7.4374 7.3001
N 4.1944 5.7998 8.8806
N -2.0737 -3.3119 -6.8308
N -3.0710 -5.3139 -4.1548
N -2.2811 -5.5158 -5.3111
H -2.4708 -5.0438 -3.4441
H 2.5992 8.2997 7.9154
H 3.7402 7.6643 6.5999
H 2.3510 6.9186 6.6752
H 4.6232 5.2452 9.5618
H -2.4318 -2.6023 -6.1759
H -3.7318 -4.6082 -4.2706
H -2.0181 -5.1236 -7.5820
H -1.3887 -5.4613 -4.9311
H -2.6598 -6.4233 -5.6172
*
```

(9)
ORCA calculation (ωB97M-V/def2-TZVPD) on a molecular structure, C3H10N4 at a distorted geometry.

Properties
strongest force on any atom = 4.29 eV/Å
Kohn-Sham gap = 7.666 eV
energy = -338.576255 hartree
energy above the lowest of the compared OMol25 structures with the same formula, charge and spin = 87.1 kcal per mole

Structure (ORCA input):
```
! RIJCOSX wB97M-V def2-TZVPD def2/J DEFGRID3
* xyz 2 1
C -0.6877 -0.0937 -0.8687
C -0.6438 -0.4978 0.4641
C 0.3492 0.2673 -1.7119
N -1.7288 -0.8899 1.1320
N 0.0650 0.4623 -2.9437
N 0.6090 -0.6259 1.1156
N 1.3417 1.0185 1.6076
H -1.6402 -0.1741 -1.3805
H 1.3524 0.5221 -1.4280
H -2.6900 -0.9583 0.6656
H -1.7394 -0.5680 2.0686
H 0.6890 0.9072 -3.5999
H -0.7889 0.2354 -3.3632
H 0.5389 -1.1687 2.0253
H 1.1711 -1.2860 0.5766
H 1.7151 0.9912 2.6030
H 0.5311 1.6211 1.7454
*
```

(10)
ORCA calculation (ωB97M-V/def2-TZVPD) on a gas-phase ion, C3H10N4 (charge +2) at a distorted geometry.

Properties
SMILES = N[NH2+]/C(N)=C\C=[NH2+]
strongest force on any atom = 3.59 eV/Å
Kohn-Sham gap = 8.955 eV
energy = -338.604747 hartree
energy above the lowest of the compared OMol25 structures with the same formula, charge and spin = 69.2 kcal per mole

Structure (ORCA input):
```
! RIJCOSX wB97M-V def2-TZVPD def2/J DEFGRID3
* xyz 2 1
N -0.7151 -1.7984 -0.2539
N -1.4873 -0.6670 0.0390
C -0.7409 0.6726 0.0005
N -1.6138 1.6806 -0.0044
C 0.5933 0.7615 0.0816
C 1.6093 -0.2338 0.2681
N 2.9013 0.0930 0.2986
H -0.6866 -1.9686 -1.2890
H -0.7159 -2.6366 0.2519
H -2.0362 -0.7323 1.0101
H -2.2931 -0.6891 -0.6225
H -1.3447 2.6172 -0.3199
H -2.6645 1.7989 -0.0395
H 0.9281 1.7378 -0.3075
H 1.3925 -1.2478 0.1390
H 3.6906 -0.4755 0.4426
H 3.1831 1.0874 0.3052
*
```

(11)
ORCA calculation (ωB97M-V/def2-TZVPD) on 2 unconnected molecules or ions with the total composition C3H10N4O at a distorted geometry.

Properties
SMILES = [H]/N=C(/C)N.N/N=C/O
strongest force on any atom = 4.11 eV/Å
Kohn-Sham gap = 8.217 eV
energy = -414.453378 hartree
energy above the lowest of the compared OMol25 structures with the same formula, charge and spin = 100.3 kcal per mole

Structure (ORCA input):
```
! RIJCOSX wB97M-V def2-TZVPD def2/J DEFGRID3
* xyz 0 1
H -0.8012 -2.3514 1.1905
N 0.1760 -2.0967 1.0528
C 0.3306 -1.2673 0.0917
C 1.7088 -0.9614 -0.4304
N -0.7723 -0.8966 -0.7968
H 1.6917 -0.2123 -1.2238
H 2.1774 -1.8802 -0.7949
H 2.3144 -0.5844 0.3949
H -1.6576 -1.3309 -0.5550
H -0.5170 -0.7100 -1.7654
N 0.6490 2.2164 0.2993
N -0.1284 1.1021 0.6321
C -1.1947 0.9667 -0.1692
O -2.4244 0.8289 0.4402
H 1.6237 2.0302 0.5406
H 0.3469 3.0258 0.8371
H -1.3013 1.5299 -1.1056
H -2.2216 0.5910 1.3619
*
```

(12)
ORCA calculation (ωB97M-V/def2-TZVPD) on a gas-phase ion, C3H10N5 (charge +1) at a distorted geometry.

Properties
SMILES = C=C([NH3+])/N=N/N(C)N
strongest force on any atom = 5.26 eV/Å
Kohn-Sham gap (spin up / spin down) = 7.852 / 7.852 eV
energy = -393.683293 hartree
energy above the lowest of the compared OMol25 structures with the same formula, charge and spin = 109.6 kcal per mole

Structure (ORCA input):
```
! RIJCOSX wB97M-V def2-TZVPD def2/J DEFGRID3
* xyz 1 1
C 0.8921 2.7912 -0.4415
C 0.1123 1.6066 -0.4940
N -1.0250 1.7487 -1.5442
N 0.4165 0.5118 0.2327
N -0.3782 -0.4864 0.0361
N -0.1230 -1.5970 0.6737
C 1.0445 -1.9007 1.5515
N -1.0244 -2.6415 0.4332
H 0.7261 3.5977 -1.1851
H 1.4858 2.8567 0.4385
H -0.4086 2.0860 -2.3188
H -1.4790 0.9048 -1.6478
H -1.6768 2.4098 -1.0647
H 1.8878 -2.4086 0.9452
H 1.4620 -0.9965 1.9828
H 0.6999 -2.6056 2.3395
H -1.8222 -2.2707 -0.2022
H -0.7897 -3.6065 0.2651
*
```

What did the tenth record say?
ORCA calculation (ωB97M-V/def2-TZVPD) on a gas-phase ion, C3H10N4 (charge +2) at a distorted geometry.

Properties
SMILES = N[NH2+]/C(N)=C\C=[NH2+]
strongest force on any atom = 3.59 eV/Å
Kohn-Sham gap = 8.955 eV
energy = -338.604747 hartree
energy above the lowest of the compared OMol25 structures with the same formula, charge and spin = 69.2 kcal per mole

Structure (ORCA input):
```
! RIJCOSX wB97M-V def2-TZVPD def2/J DEFGRID3
* xyz 2 1
N -0.7151 -1.7984 -0.2539
N -1.4873 -0.6670 0.0390
C -0.7409 0.6726 0.0005
N -1.6138 1.6806 -0.0044
C 0.5933 0.7615 0.0816
C 1.6093 -0.2338 0.2681
N 2.9013 0.0930 0.2986
H -0.6866 -1.9686 -1.2890
H -0.7159 -2.6366 0.2519
H -2.0362 -0.7323 1.0101
H -2.2931 -0.6891 -0.6225
H -1.3447 2.6172 -0.3199
H -2.6645 1.7989 -0.0395
H 0.9281 1.7378 -0.3075
H 1.3925 -1.2478 0.1390
H 3.6906 -0.4755 0.4426
H 3.1831 1.0874 0.3052
*
```